Below is a structure of composition C25H27FeN7PS, with properties calculated with ωB97M-V/def2-TZVPD.

Cartesian coordinates (Å):
Fe (-0.8736, -0.6695, 0.8356)
N (-4.0855, 0.3413, 3.4714)
C (-2.9515, 0.0226, 2.8263)
S (-2.9924, -1.2317, 1.6302)
N (-1.8731, 0.7172, 3.1891)
N (-0.7860, 0.3519, 2.4777)
C (0.3762, 0.7764, 2.8318)
C (1.4661, 0.3838, 1.9443)
C (2.8021, 0.6654, 2.2019)
C (3.7665, 0.2230, 1.3169)
C (3.3711, -0.4861, 0.1914)
C (2.0219, -0.7228, -0.0006)
N (1.0845, -0.3068, 0.8479)
H (-4.9063, -0.2199, 3.3325)
H (-4.0215, 0.9252, 4.2888)
H (0.5208, 1.3875, 3.7149)
H (3.0690, 1.2184, 3.0922)
H (4.8127, 0.4298, 1.4991)
H (4.0887, -0.8461, -0.5319)
H (1.6782, -1.2640, -0.8727)
C (-2.8457, 2.8305, -0.7039)
C (-2.9702, 2.4953, -2.0391)
C (-2.4408, 1.2903, -2.4747)
C (-1.8133, 0.4639, -1.5609)
N (-1.6921, 0.7946, -0.2566)
C (-2.1948, 1.9552, 0.1516)
C (-1.2790, -0.8748, -1.9109)
C (-1.1892, -1.4460, -3.1718)
C (-0.6698, -2.7287, -3.2798)
C (-0.2640, -3.4231, -2.1473)
C (-0.3801, -2.7951, -0.9176)
N (-0.8652, -1.5546, -0.8418)
C (-0.0599, -3.3582, 0.4211)
C (0.4321, -4.6343, 0.6264)
C (0.6406, -5.0693, 1.9262)
C (0.3388, -4.2215, 2.9772)
C (-0.1488, -2.9556, 2.6925)
N (-0.3330, -2.5275, 1.4489)
H (-3.2432, 3.7569, -0.3149)
H (-3.4729, 3.1561, -2.7322)
H (-2.5326, 0.9912, -3.5093)
H (-2.0741, 2.1853, 1.2018)
H (-1.5127, -0.9093, -4.0517)
H (-0.5867, -3.1941, -4.2523)
H (0.1253, -4.4276, -2.2280)
H (0.6429, -5.2850, -0.2104)
H (1.0247, -6.0627, 2.1138)
H (0.4733, -4.5277, 4.0045)
H (-0.4114, -2.2560, 3.4755)
C (0.4366, 4.0505, -1.8899)
P (1.2613, 2.5684, -1.1764)
C (1.9505, 1.8643, -2.7326)
C (2.7807, 3.3733, -0.5230)
H (1.1273, 4.6580, -2.4788)
H (0.0200, 4.6678, -1.0927)
H (-0.3886, 3.7360, -2.5303)
H (2.5501, 2.5912, -3.2851)
H (1.1324, 1.5301, -3.3748)
H (2.5757, 0.9979, -2.5097)
H (3.2192, 4.0633, -1.2473)
H (3.5204, 2.6121, -0.2727)
H (2.5482, 3.9233, 0.3900)

The LUMO energy is -3.06 eV. Its spin multiplicity is 1. Its charge is +1. The HOMO energy is -10.12 eV. For the energy above the lowest of the compared OMol25 structures with the same formula, charge and spin, the calculation gives 3.50 kcal/mol. Its HOMO-LUMO gap is 7.06 eV.